Entry from the Open Molecules 2025 dataset: a structure of composition C38H28F10HfN11O4S3 in a non-equilibrium geometry (wB97M-V/def2-TZVPD).

```
! wB97M-V def2-TZVPD RIJCOSX def2/J DEFGRID3
* xyz -1 1
Hf -0.08 0.64 0.01
C -2.46 1.88 2.10
N -1.55 0.73 2.13
C -0.72 0.81 3.34
C 0.50 1.69 3.13
N 1.29 1.20 2.00
C 2.61 1.32 2.08
C 3.47 1.27 3.21
F 2.98 1.09 4.47
C 4.85 1.32 3.13
F 5.58 1.23 4.26
C 5.50 1.43 1.91
F 6.85 1.48 1.84
C 4.72 1.51 0.76
F 5.30 1.63 -0.44
C 3.35 1.50 0.87
F 2.61 1.65 -0.27
C -2.34 -0.50 2.12
C -1.50 -1.77 2.16
N -0.49 -1.85 1.10
C 0.15 -3.02 1.09
C 0.24 -4.01 2.12
F -0.40 -3.90 3.32
C 1.01 -5.16 2.04
F 1.05 -6.00 3.10
C 1.74 -5.48 0.91
F 2.49 -6.60 0.83
C 1.65 -4.59 -0.16
F 2.26 -4.87 -1.32
C 0.89 -3.45 -0.05
F 0.83 -2.69 -1.17
H -3.02 1.95 3.05
H -3.17 1.78 1.29
H -1.90 2.81 1.94
H -0.36 -0.18 3.60
H -1.30 1.19 4.19
H 1.06 1.72 4.07
H 0.20 2.73 2.90
H -2.94 -0.50 1.21
H -3.02 -0.53 2.99
H -2.19 -2.61 2.06
H -1.04 -1.86 3.15
N -8.31 2.23 0.61
C -7.05 1.99 0.12
C -6.23 3.05 -0.28
C -4.95 2.81 -0.71
C -4.46 1.51 -0.75
C -5.25 0.45 -0.35
C -6.55 0.69 0.08
S -2.80 1.28 -1.39
O -2.91 1.26 -2.82
O -2.00 2.33 -0.78
N -2.13 -0.06 -0.79
C -1.93 -0.99 -1.78
N -2.95 -1.70 -2.23
C -2.69 -2.54 -3.23
C -1.44 -2.64 -3.81
C -0.44 -1.85 -3.26
N -0.67 -1.05 -2.23
H -8.72 3.13 0.40
H -8.95 1.46 0.61
H -6.62 4.06 -0.26
H -4.30 3.62 -1.02
H -4.85 -0.55 -0.41
H -7.18 -0.13 0.39
H -3.53 -3.13 -3.56
H -1.23 -3.31 -4.63
H 0.57 -1.85 -3.63
S 0.53 1.48 -2.38
C 0.25 3.21 -2.34
C 0.06 3.81 -3.59
N -0.08 4.29 -4.63
C 0.16 3.97 -1.20
S 0.29 3.37 0.41
C -0.08 5.35 -1.30
N -0.27 6.49 -1.36
O 2.92 0.36 -4.21
C 4.08 0.58 -3.44
N 4.84 -0.64 -3.38
C 4.82 -1.65 -2.48
O 5.47 -2.66 -2.66
C 4.04 -1.48 -1.22
C 4.58 -2.00 -0.05
C 3.84 -1.95 1.12
C 2.59 -1.36 1.09
N 2.06 -0.84 -0.02
C 2.76 -0.93 -1.15
H 2.18 0.88 -3.87
H 3.84 0.92 -2.43
H 4.72 1.34 -3.92
H 5.32 -0.89 -4.24
H 5.56 -2.46 -0.08
H 4.22 -2.36 2.04
H 1.98 -1.31 1.98
H 2.23 -0.59 -2.04
*
```

Computed properties:
* HOMO-LUMO gap: 7.086 eV
* DFT total energy: -125431.630 eV
* LUMO energy: 2.0 eV